DFT (ωB97M-V with the def2-TZVPD basis set) results for a cluster of 2 separate species, C17H20F9N3O8PS4 in total.

Last column: natural (NBO) charge in e.
Element x y z (Å)
C  3.046  -0.908  1.174  -0.618
C  1.564  -0.405  1.175  -0.477
C  0.586  -1.545  1.007  0.309
C  0.576  -2.560  1.956  -0.384
P  1.685  -2.552  3.521  1.447
O  1.955  -0.985  3.922  -0.989
O  0.578  -2.923  4.678  -1.019
C  -0.256  -3.691  1.742  -0.223
S  -0.236  -5.142  2.841  2.161
C  -1.457  -4.853  4.104  -0.883
O  -0.676  -6.310  2.123  -0.928
O  1.087  -5.289  3.370  -0.897
C  -1.107  -3.743  0.635  0.167
N  -2.020  -4.786  0.330  -0.821
C  -1.088  -2.682  -0.269  0.418
N  -1.896  -2.784  -1.401  -0.511
C  -3.084  -2.467  -1.258  0.229
S  -4.595  -2.292  -1.075  0.290
N  -0.275  -1.605  -0.079  -0.537
S  -0.333  -0.252  -1.236  2.206
O  -1.397  -0.370  -2.166  -0.830
O  -0.397  0.923  -0.437  -0.859
C  1.187  -0.364  -2.296  0.427
F  2.278  -0.722  -1.612  -0.295
F  0.925  -1.373  -3.136  -0.276
C  1.436  0.941  -3.158  0.597
F  1.437  0.605  -4.444  -0.267
F  0.438  1.828  -2.998  -0.288
C  2.753  1.672  -2.762  0.549
F  2.682  2.887  -3.330  -0.279
F  2.774  1.866  -1.434  -0.295
C  4.086  0.995  -3.262  0.924
F  3.857  -0.195  -3.815  -0.302
F  4.732  1.773  -4.104  -0.272
F  4.873  0.803  -2.192  -0.302
H  3.105  -1.993  1.099  0.218
H  3.557  -0.541  2.058  0.248
H  3.571  -0.494  0.316  0.232
H  1.513  0.319  0.375  0.247
H  1.344  0.154  2.077  0.265
H  1.165  -0.525  4.250  0.488
H  0.767  -2.405  5.472  0.517
H  -1.530  -3.801  4.359  0.264
H  -2.407  -5.271  3.780  0.257
H  -1.105  -5.390  4.985  0.288
H  -1.498  -5.578  -0.036  0.412
H  -2.481  -5.112  1.168  0.391
C  -2.179  4.493  -2.186  -0.408
C  -1.000  4.474  -1.202  -0.403
C  -1.102  5.737  -0.339  -0.679
S  -2.850  6.158  -0.272  2.174
O  -3.047  7.416  -0.939  -0.932
O  -3.350  5.927  1.058  -0.939
C  -3.408  4.844  -1.355  -0.674
H  -2.300  3.535  -2.692  0.220
H  -2.013  5.258  -2.947  0.221
H  -1.070  3.585  -0.570  0.205
H  -0.043  4.432  -1.721  0.221
H  -0.743  5.577  0.674  0.249
H  -0.575  6.578  -0.787  0.251
H  -4.250  5.198  -1.945  0.260
H  -3.715  4.008  -0.726  0.233

Results
Multiplicity ... 1
Gap between HOMO and LUMO ... 0.245 Eh
Energy ... -4258.52875 a.u.
Charge ... +1
HOMO level ... -12.01 eV
LUMO ... -5.36 eV

=====

DFT (ωB97M-V with the def2-TZVPD basis set) results for a structure of composition C17H20HfN4O2.

Last column: natural (NBO) charge in e.
Element x y z (Å)
N  0.011  2.037  -0.346  -0.720
C  0.088  3.195  -0.383  0.770
C  0.225  4.614  -0.290  -0.793
H  -0.771  5.078  -0.341  0.347
H  0.836  4.969  -1.133  0.342
H  0.711  4.890  0.660  0.340
N  1.670  -1.080  -0.777  -0.703
C  2.623  -1.700  -0.979  0.739
C  3.815  -2.488  -1.007  -0.792
H  4.508  -2.062  -1.745  0.343
H  3.564  -3.516  -1.306  0.342
H  4.300  -2.500  -0.017  0.334
N  -1.859  -0.854  -0.349  -0.716
C  -2.890  -1.389  -0.383  0.764
C  -4.138  -2.081  -0.289  -0.793
H  -4.071  -2.889  0.458  0.338
H  -4.382  -2.511  -1.271  0.342
H  -4.929  -1.374  0.004  0.346
Hf  0.024  -0.016  -0.004  2.159
C  0.161  -2.203  1.346  0.532
O  0.122  -2.930  2.236  -0.300
C  2.019  0.715  1.377  0.526
O  2.696  1.034  2.257  -0.285
C  0.514  1.323  -3.255  -0.223
C  -0.874  1.389  -3.124  -0.157
C  -1.631  0.219  -3.126  -0.235
C  -1.005  -1.019  -3.257  -0.213
C  0.383  -1.085  -3.383  -0.214
C  1.139  0.084  -3.384  -0.219
H  1.110  2.241  -3.285  0.250
H  -1.372  2.362  -3.050  0.241
H  -2.724  0.277  -3.054  0.252
H  -1.599  -1.939  -3.287  0.252
H  0.871  -2.058  -3.508  0.251
H  2.227  0.036  -3.514  0.251
C  0.485  0.408  5.379  -0.590
C  -0.678  -0.196  4.562  -0.593
C  -0.649  0.182  3.186  0.760
N  -0.560  0.316  2.027  -0.701
H  1.444  -0.015  5.057  0.228
H  0.365  0.201  6.447  0.298
H  0.525  1.497  5.250  0.242
H  -0.657  -1.297  4.632  0.322
H  -1.647  0.135  4.965  0.339

Results
Multiplicity ... 1
Gap between HOMO and LUMO ... 0.223 Eh
Energy ... -1075.76997 a.u.
Charge ... +4
HOMO level ... -21.20 eV
LUMO ... -15.14 eV

=====

DFT (ωB97M-V with the def2-TZVPD basis set) results for the ion C17H20IN2O2S with charge +1.

Last column: natural (NBO) charge in e.
Element x y z (Å)
C  1.347  -3.729  0.838  -0.632
C  2.079  -4.476  -0.316  -0.524
S  2.808  -3.326  -1.548  0.221
C  1.367  -2.605  -2.391  -0.251
O  0.773  -1.463  -1.724  -0.491
C  1.471  -0.343  -1.934  0.754
O  2.536  -0.335  -2.521  -0.545
C  0.948  1.029  -1.491  -0.016
C  1.634  2.146  -1.986  -0.194
C  1.206  3.388  -1.648  0.066
N  0.160  3.534  -0.825  -0.431
C  -0.540  2.517  -0.318  0.307
C  -1.697  2.878  0.586  -0.479
C  -1.103  3.376  1.955  -0.410
C  -0.344  2.277  2.722  -0.526
I  -1.650  1.108  3.982  0.115
C  -0.168  1.196  -0.651  0.035
C  -1.016  0.109  -0.088  -0.063
C  -2.357  -0.086  -0.486  -0.253
C  -3.052  -1.101  0.144  0.041
N  -2.630  -1.922  1.094  -0.376
C  -1.362  -1.760  1.453  0.064
C  -0.576  -0.768  0.884  -0.242
H  0.273  -3.803  0.631  0.210
H  1.516  -4.220  1.807  0.224
H  1.653  -2.681  0.914  0.206
H  1.326  -5.042  -0.883  0.216
H  2.844  -5.141  0.092  0.246
H  1.596  -2.411  -3.441  0.237
H  0.594  -3.386  -2.379  0.221
H  2.494  2.005  -2.637  0.289
H  1.718  4.259  -2.052  0.254
H  -0.140  4.477  -0.593  0.444
H  -2.271  3.718  0.171  0.245
H  -2.350  2.038  0.829  0.275
H  -0.373  4.182  1.760  0.195
H  -1.888  3.825  2.577  0.250
H  0.186  1.580  2.065  0.208
H  0.394  2.744  3.382  0.240
H  -2.803  0.545  -1.254  0.229
H  -4.088  -1.244  -0.183  0.206
H  -0.972  -2.416  2.232  0.217
H  0.457  -0.672  1.233  0.220

Results
Multiplicity ... 1
Gap between HOMO and LUMO ... 0.242 Eh
Energy ... -1615.43064 a.u.
Charge ... +1
ΔE to the lowest compared entry with this formula, charge and spin ... 10.8 kcal/mol
HOMO level ... -11.43 eV
Structure (SMILES) ... CCSCOC(=O)c1cc[nH+]c(CCCI)c1-c1ccncc1
LUMO ... -4.86 eV

=====

DFT (ωB97M-V with the def2-TZVPD basis set) results for an isolated molecule of C17H20N2O3S.

Last column: natural (NBO) charge in e.
Element x y z (Å)
N  -2.758  -0.729  -0.598  -1.032
S  -1.510  0.061  -1.318  1.970
O  -0.895  -1.173  -1.829  -0.918
C  -2.442  1.015  -2.478  -0.626
C  -3.498  1.922  -1.775  -0.419
C  -2.885  2.852  -0.658  -0.034
C  -3.367  2.944  0.702  -0.185
C  -2.801  3.907  1.621  -0.231
C  -1.619  4.581  1.236  -0.199
C  -1.109  4.571  -0.102  -0.217
C  -1.799  3.698  -0.961  -0.225
N  -1.344  0.465  0.311  -0.835
C  0.060  0.891  0.793  -0.355
C  1.222  0.232  0.143  0.793
O  1.582  0.851  -0.856  -0.595
O  1.711  -1.023  0.546  -0.523
C  2.176  -1.941  -0.423  -0.095
C  3.072  -3.070  0.136  -0.030
C  2.571  -4.426  0.321  -0.199
C  3.287  -5.329  1.091  -0.227
C  4.557  -5.009  1.565  -0.206
C  5.020  -3.669  1.508  -0.206
C  4.270  -2.737  0.774  -0.215
H  -2.803  -0.255  0.303  0.416
H  -2.415  -1.573  -0.428  0.375
H  -2.888  0.177  -3.053  0.277
H  -1.773  1.490  -3.214  0.253
H  -4.228  1.253  -1.261  0.248
H  -3.954  2.433  -2.545  0.232
H  -4.141  2.293  1.235  0.225
H  -3.070  4.089  2.661  0.223
H  -1.075  5.173  2.052  0.209
H  -0.237  5.107  -0.288  0.221
H  -1.507  4.001  -1.971  0.211
H  -0.005  0.762  1.823  0.214
H  0.161  1.913  0.640  0.211
H  2.791  -1.461  -1.217  0.207
H  1.240  -2.415  -0.807  0.204
H  1.672  -4.769  -0.139  0.215
H  2.894  -6.281  1.497  0.220
H  5.217  -5.677  2.187  0.214
H  5.993  -3.431  1.971  0.216
H  4.626  -1.712  0.804  0.215

Results
Multiplicity ... 1
Gap between HOMO and LUMO ... 0.299 Eh
Energy ... -1392.95207 a.u.
ΔE to the lowest compared entry with this formula, charge and spin ... 203.0 kcal/mol
HOMO level ... -8.22 eV
Structure (SMILES) ... N[S@@](=O)(CCc1ccccc1)=NCC(=O)OCc1ccccc1
LUMO ... -0.08 eV

=====

DFT (ωB97M-V with the def2-TZVPD basis set) results for an isolated molecule of C17H20N2O4.

Last column: natural (NBO) charge in e.
Element x y z (Å)
C  4.244  -1.685  0.706  -0.623
C  3.482  -0.515  1.057  -0.080
O  2.084  -0.859  0.990  -0.515
C  1.147  0.024  1.318  0.830
O  1.473  1.027  1.973  -0.655
C  -0.350  -0.108  0.860  -0.323
C  -0.667  1.032  -0.266  -0.228
C  0.093  0.468  -1.519  -0.025
C  1.431  0.725  -1.709  -0.220
C  2.174  -0.053  -2.668  -0.194
C  1.471  -1.163  -3.280  -0.205
C  0.117  -1.423  -3.034  -0.212
C  -0.547  -0.592  -2.223  -0.232
C  -2.127  1.126  -0.623  -0.204
C  -3.146  0.739  0.354  0.175
N  -4.324  1.193  0.041  -0.283
N  -4.162  1.773  -1.147  -0.365
C  -2.893  1.714  -1.614  0.457
O  -2.383  2.263  -2.772  -0.684
C  -2.713  -0.055  1.536  -0.447
C  -1.269  0.137  2.066  0.278
C  -1.082  -0.756  3.322  -0.632
O  -1.213  1.447  2.484  -0.734
H  3.996  -1.928  -0.363  0.219
H  4.050  -2.613  1.488  0.219
H  5.284  -1.404  0.748  0.222
H  3.729  0.410  0.447  0.195
H  3.706  -0.275  2.143  0.195
H  -0.524  -1.148  0.514  0.238
H  -0.256  2.053  0.029  0.253
H  1.957  1.409  -1.110  0.212
H  3.136  0.204  -2.798  0.203
H  2.062  -1.792  -4.006  0.213
H  -0.389  -2.260  -3.488  0.218
H  -1.445  -1.015  -1.955  0.220
H  -4.922  2.274  -1.613  0.412
H  -1.505  1.898  -2.994  0.509
H  -3.545  0.170  2.187  0.242
H  -2.752  -1.109  1.251  0.208
H  -1.116  -1.857  2.992  0.203
H  -0.123  -0.494  3.811  0.216
H  -1.877  -0.620  4.059  0.231
H  -0.307  1.638  2.808  0.494

Results
Multiplicity ... 1
Gap between HOMO and LUMO ... 0.334 Eh
Energy ... -1070.20281 a.u.
ΔE to the lowest compared entry with this formula, charge and spin ... 97.8 kcal/mol
HOMO level ... -8.42 eV
Structure (SMILES) ... CCOC(=O)[C@@H]1[C@@H](c2ccccc2)c2c(n[nH]c2O)C[C@]1(C)O
LUMO ... 0.66 eV

=====

Computed values of largest force on an atom (unit: eV Å⁻¹) for the preceding records, in sequence: 3.38, 5.38, 1.99, 7.72, 6.47.